# 1
Density functional theory data (ωB97M-V/def2-TZVPD) for a molecular structure, C6H25AgBBr4O7.

Output
<S²>: 0.757
F_max, eV/Å: 4.9
Multiplicity: 2
Charge: 0
Kohn-Sham gap (alpha / beta), eV: 9.9 / 5.9
LUMO energy (alpha / beta), eV: -0.60 / -4.36

Each line ends with the Löwdin charge.
CARTESIAN COORDINATES (ANGSTROEM)
Ag -2.828 0.822 1.608  0.967
C 0.577 -1.116 -0.200  0.026
C -0.575 -0.242 0.410  -0.614
O -0.462 0.133 1.585  -0.034
O -1.663 -0.043 -0.212  0.032
H 0.456 -2.154 0.109  0.086
H 1.512 -0.814 0.271  0.057
H 0.740 -1.019 -1.273  0.008
B -4.609 1.307 0.129  -0.371
H -4.209 0.305 0.114  -0.058
H -5.218 1.434 1.011  -0.044
H -3.777 1.978 0.275  -0.076
H -5.094 1.623 -0.781  -0.009
Br -0.056 -4.729 3.875  0.626
C 0.487 -2.871 3.568  -0.665
C 2.010 -2.748 3.867  -0.687
Br 2.719 -1.004 3.435  0.713
H -0.046 -2.301 4.328  0.054
H 0.285 -2.585 2.536  0.033
H 2.525 -3.429 3.189  0.044
H 2.310 -2.973 4.891  0.057
Br 2.578 2.393 -5.551  0.603
C 2.528 1.050 -4.080  -0.678
C 2.609 -0.306 -4.688  -0.708
Br 2.788 -1.708 -3.305  0.645
H 1.638 1.171 -3.462  0.051
H 3.466 1.119 -3.529  0.050
H 3.458 -0.277 -5.370  0.049
H 1.766 -0.488 -5.355  0.059
O -0.346 -0.642 -3.362  -0.065
H -0.376 -1.482 -2.903  0.022
H -1.202 -0.247 -3.196  0.008
O -3.238 0.543 -2.658  -0.049
H -3.627 1.294 -2.211  0.007
H -2.735 0.093 -1.979  -0.015
O 3.016 1.740 1.104  -0.062
H 3.210 0.983 0.551  0.020
H 3.240 1.454 1.989  -0.016
O -1.778 2.942 1.348  -0.072
H -2.123 3.595 0.739  0.061
H -0.828 3.058 1.312  0.053
O 0.023 1.395 4.241  -0.070
H 0.592 0.661 4.009  -0.057
H 0.257 2.085 3.621  0.020

# 2
Density functional theory data (ωB97M-V/def2-TZVPD) for 8 unconnected molecules or ions with the total composition C6H25NO7.

Output
F_max, eV/Å: 2.7
Charge: 0
Relative energy (zero: lowest compared OMol25 entry of this formula, charge and spin), kJ/mol: 408.0
SMILES string: C=N/C=C/CCC.O.O.O.O.O.O.O
Kohn-Sham gap, eV: 8.9
LUMO energy, eV: 0.15

Each line ends with the Löwdin charge.
CARTESIAN COORDINATES (ANGSTROEM)
C -2.894 -0.026 -1.301  -0.116
C -2.191 0.068 -2.664  -0.250
C -0.697 -0.319 -2.554  -0.212
C 0.076 0.817 -1.920  -0.124
C 1.359 1.069 -2.117  -0.185
N 2.105 2.099 -1.544  0.024
C 2.384 1.983 -0.323  -0.040
H -2.782 0.869 -0.702  0.056
H -3.812 -0.596 -1.437  0.080
H -2.300 -0.660 -0.632  0.049
H -2.516 -0.738 -3.335  0.100
H -2.358 1.036 -3.123  0.105
H -0.630 -1.200 -1.907  0.104
H -0.382 -0.570 -3.571  0.109
H -0.606 1.403 -1.305  0.107
H 1.911 0.458 -2.831  0.123
H 1.866 1.296 0.345  0.026
H 2.777 2.701 0.395  0.087
H 1.627 0.344 2.129  -0.024
H 1.670 0.419 3.602  0.034
O 2.279 0.447 2.855  -0.077
H -0.617 3.083 1.691  0.055
H -0.939 1.478 1.409  0.000
O -0.366 2.244 1.316  -0.038
H 0.665 -0.907 0.112  0.022
H 0.282 0.524 0.446  -0.003
O 0.556 -0.319 0.868  -0.099
H -2.793 -0.753 1.533  0.050
H -3.438 0.517 1.734  0.077
O -2.587 0.192 1.412  -0.088
H -1.002 -2.578 2.930  0.039
H -1.477 -1.031 2.940  0.024
O -1.719 -1.956 2.843  -0.051
H 2.016 -3.053 -0.391  0.056
H 1.731 -3.237 1.092  0.059
O 1.431 -2.754 0.314  -0.044
H 3.996 -0.741 1.301  0.028
H 3.247 -0.691 0.030  -0.002
O 4.127 -0.916 0.359  -0.062

# 3
Density functional theory data (ωB97M-V/def2-TZVPD) for 6 unconnected molecules or ions with the total composition C6H25NO7.

Output
F_max, eV/Å: 2.4
Charge: 0
Relative energy (zero: lowest compared OMol25 entry of this formula, charge and spin), kJ/mol: 428.6
SMILES string: COCCNCCOC.O.O.O.O.O
Kohn-Sham gap, eV: 9.3
LUMO energy, eV: 0.27

Each line ends with the Löwdin charge.
CARTESIAN COORDINATES (ANGSTROEM)
O -31.634 12.584 -12.389  -0.051
H -31.765 12.774 -11.460  0.020
H -31.990 11.703 -12.506  0.023
O -27.177 14.208 -13.237  -0.055
H -28.127 14.240 -13.351  0.027
H -27.052 14.056 -12.300  0.025
O -27.891 12.310 -9.140  -0.052
H -27.750 11.364 -9.170  0.028
H -28.575 12.430 -8.481  0.024
O -32.671 13.323 -8.309  -0.045
H -32.489 13.079 -7.402  0.001
H -32.758 14.276 -8.289  0.033
O -25.176 10.472 -4.673  -0.055
H -24.924 10.486 -5.596  0.028
H -25.217 9.543 -4.449  0.027
C -31.608 10.909 -5.383  -0.128
O -31.806 9.993 -6.386  -0.215
C -31.271 8.660 -6.213  -0.175
C -31.560 7.947 -7.559  -0.229
N -31.341 8.719 -8.760  -0.032
C -31.512 7.815 -9.962  -0.168
C -32.990 7.811 -10.390  -0.233
O -33.436 9.116 -10.818  -0.214
C -34.635 9.600 -10.101  -0.065
H -30.630 10.851 -4.907  0.094
H -32.454 10.781 -4.707  0.092
H -31.732 11.882 -5.858  0.067
H -31.648 8.213 -5.293  0.119
H -30.193 8.711 -6.061  0.111
H -32.577 7.568 -7.464  0.106
H -30.892 7.088 -7.495  0.116
H -32.008 9.450 -8.961  0.089
H -31.141 6.790 -9.941  0.117
H -31.047 8.358 -10.785  0.107
H -33.574 7.401 -9.566  0.103
H -33.267 7.174 -11.230  0.117
H -35.465 9.123 -10.621  0.084
H -34.739 10.685 -10.136  0.079
H -34.620 9.417 -9.026  0.079

# 4
Density functional theory data (ωB97M-V/def2-TZVPD) for 8 unconnected molecules or ions with the total composition C6H25NO7.

Output
F_max, eV/Å: 2.7
Charge: 0
Relative energy (zero: lowest compared OMol25 entry of this formula, charge and spin), kJ/mol: 407.4
SMILES string: C=CC(N)=C(C)C.O.O.O.O.O.O.O
Kohn-Sham gap, eV: 7.6
LUMO energy, eV: 0.02

Each line ends with the Löwdin charge.
CARTESIAN COORDINATES (ANGSTROEM)
C -0.794 -2.237 -1.657  -0.060
N 0.125 -0.046 0.002  0.140
C 0.294 0.036 -1.402  -0.313
C 0.077 -1.108 -2.110  -0.289
C 0.562 -1.248 -3.517  -0.087
C 0.795 2.414 -1.367  0.034
C 0.633 1.281 -2.077  -0.137
H -0.618 -3.014 -2.412  0.063
H -1.864 -2.078 -1.580  0.085
H -0.362 -2.722 -0.777  0.066
H -0.156 0.658 0.618  0.047
H 0.429 -0.919 0.320  0.058
H 1.598 -1.238 -3.785  0.068
H 0.243 -2.266 -3.877  0.079
H 0.151 -0.583 -4.296  0.080
H 1.065 3.343 -1.848  0.059
H 0.413 2.584 -0.382  0.038
H 1.005 1.251 -3.092  0.104
H 2.631 -1.553 3.293  0.026
H 1.135 -1.969 3.024  -0.038
O 2.014 -2.276 3.202  -0.058
H 4.540 0.546 0.974  0.047
H 3.396 -0.145 0.417  0.012
O 4.083 0.452 0.109  -0.069
H -2.044 1.172 -2.395  0.016
H -1.371 2.121 -3.284  0.018
O -2.264 1.872 -3.015  -0.057
H -2.105 -0.070 2.165  0.052
H -2.255 1.502 2.530  0.051
O -1.717 0.710 2.579  -0.050
H -0.247 0.387 4.023  0.042
H -0.534 -0.836 3.203  -0.037
O 0.139 -0.437 3.732  -0.059
H -2.835 3.185 0.665  0.045
H -1.910 3.561 -0.528  0.037
O -1.913 3.414 0.435  -0.076
H -1.552 -2.530 3.152  0.041
H -1.033 -3.519 1.949  0.048
O -1.330 -2.667 2.239  -0.027

# 5
Density functional theory data (ωB97M-V/def2-TZVPD) for 8 unconnected molecules or ions with the total composition C6H25NO8.

Output
F_max, eV/Å: 7.1
Charge: 0
Relative energy (zero: lowest compared OMol25 entry of this formula, charge and spin), kJ/mol: 448.3
SMILES string: C=CCCC(=O)NC.O.O.O.O.O.O.O
Kohn-Sham gap, eV: 9.2
LUMO energy, eV: 0.04

Each line ends with the Löwdin charge.
CARTESIAN COORDINATES (ANGSTROEM)
C -1.673 1.200 2.068  -0.119
C -2.313 1.661 0.762  -0.222
C -1.862 0.666 -0.273  -0.134
C -2.732 0.406 -1.273  0.020
C -0.246 1.012 2.443  -0.433
N 0.841 1.704 1.713  0.001
C 0.599 3.184 1.214  -0.029
O 0.369 0.413 3.332  0.027
H -2.156 1.860 2.935  0.172
H -1.965 0.075 2.254  0.162
H -3.291 1.947 0.992  0.093
H -2.002 2.677 0.441  0.108
H -0.792 0.407 -0.287  0.094
H -3.592 1.045 -1.404  0.066
H -2.550 -0.311 -2.006  0.003
H 1.600 1.684 2.339  0.082
H 0.067 2.980 0.285  0.061
H 1.583 3.580 0.999  0.068
H 0.196 3.719 1.998  0.046
H 2.297 -2.693 -0.212  -0.065
H 2.081 -2.287 1.343  0.039
O 2.425 -2.862 0.648  -0.026
H 1.235 -0.809 -0.949  0.047
H 1.905 -0.190 0.297  0.028
O 1.178 -0.826 0.079  -0.143
H -0.947 -0.741 -2.497  -0.048
H -0.447 0.462 -3.449  0.091
O -0.241 -0.375 -2.985  -0.046
H -0.746 -3.355 -2.131  0.057
H -2.225 -3.017 -2.248  0.078
O -1.373 -2.648 -1.917  -0.053
H 1.400 -1.229 -2.609  -0.036
H 2.659 -2.046 -2.753  0.090
O 2.312 -1.143 -2.701  -0.023
H 3.048 1.273 -1.093  0.015
H 3.108 -0.161 -1.536  0.036
O 3.231 0.441 -0.739  -0.059
H 0.034 -3.075 1.812  0.065
H -0.417 -1.885 2.585  -0.090
O -0.599 -2.746 2.523  -0.024

# 6
Density functional theory data (ωB97M-V/def2-TZVPD) for 7 unconnected molecules or ions with the total composition C6H26NO7.

Output
F_max, eV/Å: 0.7
Charge: -1
Relative energy (zero: lowest compared OMol25 entry of this formula, charge and spin), kJ/mol: 0.0
Kohn-Sham gap, eV: 8.4
LUMO energy, eV: 3.05

Each line ends with the Löwdin charge.
CARTESIAN COORDINATES (ANGSTROEM)
C -1.377 -0.531 1.460  -0.206
C -0.575 0.754 1.652  -0.184
C 0.683 0.557 2.541  -0.336
O 1.908 0.744 1.907  -0.341
C -0.662 -1.479 0.510  -0.214
N -0.822 -0.998 -0.870  -0.095
C -0.178 -1.889 -1.843  -0.274
C -0.319 -1.300 -3.237  -0.088
H -1.537 -1.017 2.429  0.107
H -2.371 -0.293 1.065  0.087
H -1.220 1.518 2.099  0.099
H -0.243 1.122 0.678  0.090
H 0.663 -0.465 2.958  0.106
H 0.589 1.241 3.403  0.102
H 0.399 -1.520 0.778  0.104
H -1.084 -2.487 0.562  0.116
H -0.374 -0.083 -0.971  0.084
H 0.879 -2.022 -1.583  0.099
H -0.684 -2.858 -1.788  0.109
H -1.369 -1.224 -3.527  0.066
H 0.219 -1.881 -3.988  0.070
H 0.086 -0.285 -3.245  0.049
H 1.568 1.783 -1.247  -0.003
H 0.330 1.580 -2.167  0.041
O 1.225 1.259 -1.998  -0.086
H -2.497 -0.685 -1.377  0.029
H -3.939 -0.806 -0.765  0.036
O -3.478 -0.436 -1.524  -0.116
H 1.546 3.395 0.723  0.033
H 2.005 1.891 0.934  -0.006
O 1.956 2.662 0.259  -0.120
H 4.182 -0.792 2.928  0.001
H 3.061 0.276 2.952  -0.013
O 3.777 -0.156 3.518  -0.133
H 2.359 -0.243 -0.881  0.000
H 2.275 -0.329 0.641  0.000
O 2.486 -0.878 -0.165  -0.105
H -3.065 2.320 -0.250  0.013
H -3.263 1.296 -1.369  -0.023
O -3.137 2.258 -1.207  -0.099

Repeat the fifth record exactly.
Density functional theory data (ωB97M-V/def2-TZVPD) for 8 unconnected molecules or ions with the total composition C6H25NO8.

Output
F_max, eV/Å: 7.1
Charge: 0
Relative energy (zero: lowest compared OMol25 entry of this formula, charge and spin), kJ/mol: 448.3
SMILES string: C=CCCC(=O)NC.O.O.O.O.O.O.O
Kohn-Sham gap, eV: 9.2
LUMO energy, eV: 0.04

Each line ends with the Löwdin charge.
CARTESIAN COORDINATES (ANGSTROEM)
C -1.673 1.200 2.068  -0.119
C -2.313 1.661 0.762  -0.222
C -1.862 0.666 -0.273  -0.134
C -2.732 0.406 -1.273  0.020
C -0.246 1.012 2.443  -0.433
N 0.841 1.704 1.713  0.001
C 0.599 3.184 1.214  -0.029
O 0.369 0.413 3.332  0.027
H -2.156 1.860 2.935  0.172
H -1.965 0.075 2.254  0.162
H -3.291 1.947 0.992  0.093
H -2.002 2.677 0.441  0.108
H -0.792 0.407 -0.287  0.094
H -3.592 1.045 -1.404  0.066
H -2.550 -0.311 -2.006  0.003
H 1.600 1.684 2.339  0.082
H 0.067 2.980 0.285  0.061
H 1.583 3.580 0.999  0.068
H 0.196 3.719 1.998  0.046
H 2.297 -2.693 -0.212  -0.065
H 2.081 -2.287 1.343  0.039
O 2.425 -2.862 0.648  -0.026
H 1.235 -0.809 -0.949  0.047
H 1.905 -0.190 0.297  0.028
O 1.178 -0.826 0.079  -0.143
H -0.947 -0.741 -2.497  -0.048
H -0.447 0.462 -3.449  0.091
O -0.241 -0.375 -2.985  -0.046
H -0.746 -3.355 -2.131  0.057
H -2.225 -3.017 -2.248  0.078
O -1.373 -2.648 -1.917  -0.053
H 1.400 -1.229 -2.609  -0.036
H 2.659 -2.046 -2.753  0.090
O 2.312 -1.143 -2.701  -0.023
H 3.048 1.273 -1.093  0.015
H 3.108 -0.161 -1.536  0.036
O 3.231 0.441 -0.739  -0.059
H 0.034 -3.075 1.812  0.065
H -0.417 -1.885 2.585  -0.090
O -0.599 -2.746 2.523  -0.024

What is the formula in the sixth record? C6H26NO7

Which value of F_max does entry 3 give? 2.4 eV/Å

Which of these has the highest F_max? C6H25NO8